i:
Here is the molecule C3H10N4 from the OMol25 dataset. Energies are from wB97M-V/def2-TZVPD.

XYZ file:
```
17
Properties=species:S:1:pos:R:3
C -1.595 -0.144 0.397
N 0.664 -0.473 0.052
C -0.376 0.627 0.231
N 1.178 -0.603 -1.275
N 1.732 -0.365 1.041
N -2.215 -0.701 -0.815
C 0.020 1.895 0.370
H 1.694 -1.478 -1.320
H 1.834 0.162 -1.423
H 2.049 -1.314 1.231
H 1.294 -0.013 1.889
H -1.849 -1.597 -1.101
H -2.174 -0.073 -1.611
H -2.336 0.354 1.023
H -0.260 -1.134 0.407
H -0.722 2.675 0.470
H 1.063 2.181 0.435
```

multiplicity: 1
highest occupied orbital energy: -6.91 eV

***

ii:
Here is a structure of composition C3H10N4 from the OMol25 dataset. Energies are from wB97M-V/def2-TZVPD.

XYZ file:
```
17
Properties=species:S:1:pos:R:3
C -1.006 -0.659 0.539
C 1.223 2.082 0.318
C 0.831 0.866 -0.456
N -1.514 -0.314 1.725
N 1.077 0.541 -1.638
H -1.008 -0.537 2.569
H -2.356 0.235 1.855
H 1.614 1.225 -2.180
H 0.262 -0.093 0.185
H -1.647 -0.331 -0.287
H 1.713 2.829 -0.313
H 0.342 2.527 0.784
H 1.904 1.799 1.124
N -0.677 -3.172 -0.702
N -0.080 -2.844 -1.712
H 0.245 -1.851 -1.742
H -0.924 -2.303 -0.068
```

multiplicity: 1
highest occupied orbital energy: -7.47 eV

***

iii:
Here is a cluster of 3 separate species, C3H10N4 in total from the OMol25 dataset. Energies are from wB97M-V/def2-TZVPD.

XYZ file:
```
17
Properties=species:S:1:pos:R:3
C -0.863 -0.292 -0.051
C -2.304 0.042 0.233
C 1.236 0.620 -0.373
N 1.797 -0.353 0.323
N 1.944 1.631 -0.978
N -0.647 -1.566 -0.530
N -0.096 0.713 -0.468
H -0.061 -0.551 1.699
H 0.818 -0.558 1.390
H 2.777 -0.219 0.544
H 1.399 2.437 -1.242
H 2.883 1.813 -0.664
H -1.221 -2.298 -0.143
H 0.335 -1.806 -0.604
H -2.862 0.063 -0.706
H -2.760 -0.703 0.885
H -2.374 1.027 0.687
```

multiplicity: 1
highest occupied orbital energy: -8.48 eV

***

Which is most stable, and by how much? iii, by 90.6 kcal/mol.

***

i:
Here is a structure of composition C4H3NO2 from the OMol25 dataset. Energies are from wB97M-V/def2-TZVPD.

XYZ file:
```
10
Properties=species:S:1:pos:R:3
C 1.880 0.220 0.153
C 0.285 -0.100 0.077
C -0.502 0.874 -0.109
C -1.538 -1.019 -0.038
H 1.836 1.104 0.588
H -0.464 2.194 -0.307
H -2.116 -1.792 0.008
N -0.257 -1.275 0.025
O 2.662 -0.565 -0.270
O -1.785 0.357 -0.127
```

multiplicity: 1
highest occupied orbital energy: -9.95 eV

***

ii:
Here is the molecule C4H3NO2 from the OMol25 dataset. Energies are from wB97M-V/def2-TZVPD.

XYZ file:
```
10
Properties=species:S:1:pos:R:3
O -1.902 -0.021 0.826
C -1.178 -0.578 0.050
C 0.382 0.306 -2.532
N 0.512 0.056 -1.390
C 0.333 -0.315 -0.040
C 0.737 0.767 0.960
O 0.807 1.929 0.676
H -1.546 -1.305 -0.694
H 0.910 -1.227 0.164
H 0.944 0.388 1.980
```

multiplicity: 1
highest occupied orbital energy: -10.68 eV

***

iii:
Here is the molecule C4H3NO2 from the OMol25 dataset. Energies are from wB97M-V/def2-TZVPD.

XYZ file:
```
10
Properties=species:S:1:pos:R:3
O 2.523 0.419 -0.054
C 1.692 -0.451 0.046
C 0.234 -0.118 0.007
C -0.440 1.118 -0.003
C -1.711 0.740 0.043
O -1.805 -0.588 -0.009
N -0.535 -1.163 -0.051
H 1.891 -1.580 0.278
H 0.132 2.108 0.099
H -2.669 1.237 -0.075
```

multiplicity: 1
highest occupied orbital energy: -10.48 eV
structure (SMILES): O=Cc1ccon1

***

Which is most stable, and by how much? iii, by 4.1 kcal/mol.

***

i:
Here is a structure of composition C3H12O4 from the OMol25 dataset. Energies are from wB97M-V/def2-TZVPD.

XYZ file:
```
19
Properties=species:S:1:pos:R:3
C -1.082 -0.318 -0.978
O -0.841 -1.504 -0.310
C -1.893 0.698 -0.171
C -1.551 2.024 -0.333
H -1.988 -0.503 -1.809
H -0.275 0.155 -1.573
H 0.192 0.505 0.993
H -2.675 0.244 0.425
H -1.744 2.736 0.434
H -0.874 2.499 -1.010
H 1.171 -0.710 -0.667
H 2.388 -0.140 -1.052
O 1.671 -0.699 -1.520
H 1.978 -0.400 1.289
H 1.533 1.084 1.272
O 2.396 0.501 1.239
H -0.011 -1.630 0.614
H 0.826 -2.700 1.770
O 0.779 -1.843 1.386
```

multiplicity: 1
highest occupied orbital energy: -9.57 eV

***

ii:
Here is a cluster of 4 separate species, C3H12O4 in total from the OMol25 dataset. Energies are from wB97M-V/def2-TZVPD.

XYZ file:
```
19
Properties=species:S:1:pos:R:3
C -0.281 1.093 -1.954
C 0.262 1.300 -0.553
C -0.647 0.787 0.468
O -0.057 0.393 1.529
H -0.867 0.159 -1.919
H 0.596 0.871 -2.646
H -0.907 1.953 -2.385
H 1.364 0.882 -0.338
H 0.669 2.341 -0.462
H -1.746 0.640 0.385
O -0.062 -2.752 1.276
H -0.213 -3.337 1.994
H 0.107 -1.910 1.724
O -1.647 -2.559 -1.056
H -1.216 -2.984 -0.266
H -2.411 -3.038 -0.804
O 2.224 2.142 1.341
H 2.076 1.277 1.876
H 2.757 2.741 1.789
```

multiplicity: 1
highest occupied orbital energy: -9.93 eV
structure (SMILES): CCC=O.O.O.O

***

iii:
Here is a cluster of 4 separate species, C3H12O4 in total from the OMol25 dataset. Energies are from wB97M-V/def2-TZVPD.

XYZ file:
```
19
Properties=species:S:1:pos:R:3
C 3.754 -0.076 -0.459
C 2.520 -0.189 0.386
C 1.271 -0.375 -0.028
O 0.143 -0.138 0.729
H 4.415 -0.921 -0.252
H 3.543 0.037 -1.523
H 4.366 0.794 -0.204
H 2.715 -0.212 1.457
H 1.112 -0.569 -1.092
H -0.398 -0.952 0.576
O -2.360 -1.717 0.276
H -2.512 -1.113 -0.472
H -3.167 -2.238 0.255
O -1.828 1.818 1.094
H -1.520 2.711 1.299
H -1.021 1.275 1.184
O -1.981 0.438 -1.886
H -1.287 0.727 -1.297
H -2.581 1.194 -1.885
```

multiplicity: 1
highest occupied orbital energy: -9.15 eV
structure (SMILES): C/C=C/O.O.O.O

***

iv:
Here is a cluster of 4 separate species, C3H12O4 in total from the OMol25 dataset. Energies are from wB97M-V/def2-TZVPD.

XYZ file:
```
19
Properties=species:S:1:pos:R:3
C -2.771 -1.507 1.093
C -1.632 -0.896 0.406
C -0.423 -0.640 0.838
O 0.605 0.110 0.166
H -3.014 -0.891 1.958
H -3.831 -1.531 0.564
H -2.606 -2.534 1.326
H -1.996 -0.473 -0.523
H -0.139 -1.143 1.724
H 0.326 0.068 -0.705
O 0.357 -1.269 -3.327
H -0.318 -1.887 -2.974
H 1.156 -1.617 -2.849
O 0.116 3.975 -0.340
H 0.282 4.766 0.240
H -0.393 4.406 -1.121
O 3.156 -0.439 1.680
H 2.402 -0.430 1.159
H 3.217 0.514 1.748
```

multiplicity: 1
highest occupied orbital energy: -9.31 eV
structure (SMILES): C/C=C/O.O.O.O

***

Which is most stable, and by how much? iii, by 23.1 kcal/mol.

***

i:
Here is a cluster of 4 separate species, C3H12O4 in total from the OMol25 dataset. Energies are from wB97M-V/def2-TZVPD.

XYZ file:
```
19
Properties=species:S:1:pos:R:3
C -1.111 -0.933 -1.678
C -0.578 -0.464 -0.543
C 0.487 -1.162 0.229
O -0.963 0.713 0.031
H -0.544 -1.724 -2.146
H -2.152 -0.849 -1.932
H 0.382 -2.229 0.355
H 1.518 -1.062 -0.143
H 0.568 -0.686 1.204
H -1.832 0.985 -0.295
O 1.720 2.059 -0.033
H 1.203 2.750 0.387
H 1.160 1.281 -0.111
O -3.615 -0.371 0.377
H -3.081 -0.597 1.148
H -3.933 -1.240 0.103
O 3.683 -0.190 1.160
H 3.181 0.518 0.728
H 4.564 -0.128 0.781
```

multiplicity: 1
highest occupied orbital energy: -8.77 eV
structure (SMILES): C=C(C)O.O.O.O

***

ii:
Here is a cluster of 4 separate species, C3H12O4 in total from the OMol25 dataset. Energies are from wB97M-V/def2-TZVPD.

XYZ file:
```
19
Properties=species:S:1:pos:R:3
C 2.030 -0.408 -2.499
C 1.980 0.065 -1.256
C 0.797 0.735 -0.651
O 0.825 0.560 0.767
H 2.952 -0.566 -3.038
H 1.089 -0.394 -3.045
H 2.826 0.003 -0.576
H -0.173 0.321 -0.973
H 0.740 1.785 -0.960
H -0.020 0.868 1.118
O -0.132 -1.885 0.784
H 0.198 -2.521 0.140
H 0.545 -1.185 0.775
O -2.640 -0.662 0.589
H -3.132 -1.363 0.148
H -1.760 -1.078 0.686
O -1.594 1.744 1.538
H -2.190 2.365 1.958
H -2.089 0.938 1.317
```

multiplicity: 1
highest occupied orbital energy: -9.76 eV
structure (SMILES): C=CCO.O.O.O

***

Which is most stable, and by how much? ii, by 8.2 kcal/mol.